(w)
CH20O9 | wB97M-V/def2-TZVPD

Atoms and positions in Å:
O1 0.473 0.056 -0.254
H1 -0.496 0.049 -0.530
H2 0.592 -0.760 0.134
H3 0.979 0.374 -1.034
C1 0.930 -2.471 1.266
O2 0.455 -2.513 -0.044
H4 0.839 -3.476 1.563
H5 0.707 -1.580 1.879
H6 1.835 -2.536 1.202
O3 -1.640 -2.984 0.570
H7 -2.054 -3.692 0.104
H8 -0.744 -3.140 0.233
O4 1.095 1.271 -2.360
H9 0.941 2.197 -2.415
H10 2.049 1.629 -2.062
O5 -0.411 3.409 -1.227
H11 -0.844 2.912 -0.483
H12 -1.071 3.134 -2.003
O6 3.666 1.530 -1.097
H13 3.344 1.507 -0.235
H14 4.167 0.720 -1.165
O7 -1.445 1.920 1.045
H15 -2.314 1.694 0.621
H16 -1.662 1.122 1.618
O8 -1.984 0.112 -1.378
H17 -1.883 -0.614 -2.010
H18 -2.725 0.669 -1.322
O9 -1.317 -0.097 2.963
H19 -0.730 0.294 3.663
H20 -0.742 -0.746 2.746

Its spin multiplicity is 1. The calculation puts the LUMO energy at -0.13 eV. The calculation puts the HOMO energy at -7.018 eV. Its charge is 0.

=====

(x)
CH20O9 | wB97M-V/def2-TZVPD

Atoms and positions in Å:
O1 -2.880 -0.040 0.167
H1 -1.974 -0.308 0.001
H2 -3.454 -0.808 0.119
H3 -3.188 0.625 -0.453
C1 -0.051 -0.211 -0.292
O2 -1.337 -0.811 -0.584
H4 -0.099 0.834 0.012
H5 0.310 -0.616 0.653
H6 0.662 -0.285 -1.113
O3 -0.073 1.148 2.731
H7 -0.061 0.195 2.647
H8 0.640 1.448 2.168
O4 -0.706 -3.118 -0.437
H9 -0.631 -3.314 -1.371
H10 -0.818 -2.168 -0.399
O5 1.471 1.629 1.376
H11 0.672 1.985 0.988
H12 2.174 2.173 1.021
O6 -0.091 2.596 0.312
H13 -0.485 3.371 -0.088
H14 -0.825 1.995 0.445
O7 2.779 -0.354 -1.569
H15 2.201 0.409 -1.585
H16 2.286 -1.039 -2.020
O8 1.428 -1.040 2.393
H17 2.112 -0.631 1.863
H18 1.244 -1.869 1.952
O9 -0.766 -0.658 -3.178
H19 0.131 -0.680 -3.512
H20 -0.670 -0.459 -2.247

Its spin multiplicity is 1. The calculation puts the LUMO energy at -0.52 eV. The calculation puts the HOMO energy at -9.632 eV. Its charge is 0.

=====

Bottom line: (w), by a margin of 250.7 kJ/mol.

=====

(w)
C6H16 | wB97M-V/def2-TZVPD

Atoms and positions in Å:
C1 -1.974 0.005 1.070
C2 -1.881 -0.134 2.594
C3 -1.341 1.330 0.567
C4 -1.422 -1.224 0.332
H1 -3.012 0.120 0.766
H2 -1.138 -0.888 2.843
H3 -1.403 2.027 1.395
H4 -0.396 1.245 0.039
H5 -1.882 1.716 -0.316
H6 -0.857 -1.870 1.002
H7 -2.244 -1.848 -0.029
H8 -0.858 -0.941 -0.552
H9 -2.824 -0.356 3.085
H10 -1.331 0.695 3.063
C5 3.198 -0.433 -1.544
C6 2.447 0.480 -2.540
H11 4.219 -0.195 -1.238
H12 2.813 -0.315 -0.508
H13 3.078 -1.476 -1.790
H14 3.023 1.330 -2.868
H15 1.600 1.024 -2.112
H16 2.182 -0.291 -3.259

The SMILES is CC(C)C.CC. Its spin multiplicity is 1. The calculation puts the LUMO energy at 1.04 eV. The calculation puts the HOMO energy at -10.928 eV. Its charge is 0.

=====

(x)
C6H16 | wB97M-V/def2-TZVPD

Atoms and positions in Å:
C1 -0.754 -1.065 0.121
C2 -2.189 -1.568 -0.086
C3 -0.379 -1.164 1.607
C4 0.280 -1.766 -0.734
H1 -0.812 0.021 -0.053
H2 -2.267 -2.615 0.199
H3 -0.420 -2.199 1.943
H4 0.615 -0.743 1.783
H5 -1.081 -0.625 2.253
H6 -0.075 -1.945 -1.745
H7 1.229 -1.237 -0.781
H8 0.447 -2.746 -0.290
H9 -2.495 -1.448 -1.121
H10 -2.843 -0.970 0.540
C5 1.315 2.247 0.251
C6 1.405 2.806 -1.164
H11 2.190 2.472 0.861
H12 0.431 2.572 0.800
H13 1.197 1.165 0.227
H14 0.965 3.798 -1.227
H15 2.429 2.811 -1.528
H16 0.812 2.199 -1.857

The SMILES is CC(C)C.CC. Its spin multiplicity is 1. The calculation puts the LUMO energy at 1.09 eV. The calculation puts the HOMO energy at -11.148 eV. Its charge is 0.

=====

Bottom line: (x), by a margin of 116.1 kJ/mol.